1.
Density functional theory data (ωB97M-V with the def2-TZVPD basis set) for an isolated ion of composition C22H35N4O3 and charge +1.

Results
LUMO level = -2.0 eV
Net charge = +1
DFT total energy = -35482.103 eV
Strongest force on any atom = 0.63 eV/Å
SMILES string = Cc1ccc(NC(=O)[C@H](C)NC(=O)C2CCN(C(=O)[C@@H]([NH3+])CC(C)C)CC2)cc1
Spin multiplicity = 1

Structure (XYZ):
```
64
C22H35N4O3, DFT ωB97M-V with the def2-TZVPD basis set
C -6.27292 -1.27132 -0.92383
C -5.05515 -0.46029 -0.61637
C -4.32409 -0.66850 0.54607
C -3.21005 0.09408 0.84550
C -2.80128 1.08861 -0.03253
C -3.52773 1.31130 -1.19907
C -4.63897 0.54518 -1.48389
H -5.19373 0.72868 -2.39180
H -3.22061 2.08733 -1.88703
N -1.67409 1.90347 0.18870
C -0.72551 1.78562 1.11326
O -0.72923 0.96316 2.02873
C 0.44220 2.79410 1.00962
N 1.37373 2.41590 -0.04450
C 2.48589 1.71093 0.19008
O 2.74470 1.27340 1.31080
C 3.45447 1.49387 -0.96885
H 4.11029 2.37106 -0.98432
C 2.79099 1.31881 -2.33695
H 2.28127 2.22383 -2.66794
H 3.58351 1.12466 -3.06088
C 1.81258 0.13171 -2.29107
N 2.08293 -0.69652 -1.12548
C 1.09802 -0.85258 -0.22395
O 0.00254 -0.33915 -0.37611
C 1.33615 -1.68122 1.05298
H 2.30838 -2.17160 1.07157
C 0.20904 -2.70471 1.22227
H -0.72839 -2.21584 0.94705
H 0.15067 -2.98468 2.27697
C 0.36555 -3.99352 0.40033
C 1.56589 -4.82326 0.85272
H 2.50781 -4.34079 0.60028
H 1.53777 -4.99673 1.92584
H 1.55144 -5.78944 0.35653
C 0.43054 -3.72113 -1.09974
H -0.37098 -3.05326 -1.40524
H 0.32657 -4.65239 -1.64996
H 1.38278 -3.27436 -1.37603
H -0.53684 -4.58177 0.59571
N 1.27452 -0.71127 2.17716
H 1.37342 -1.17144 3.08264
H 0.35170 -0.16614 2.15460
H 2.00015 0.04316 2.05238
C 3.48730 -1.02339 -1.01728
H 3.66404 -1.80305 -0.28021
H 3.79770 -1.41627 -1.98999
C 4.30033 0.24551 -0.67691
H 5.21260 0.26840 -1.27020
H 4.58205 0.25227 0.37599
H 0.77562 0.46132 -2.21586
H 1.91069 -0.48468 -3.18924
H 1.19354 2.77588 -0.96836
C -0.02300 4.23201 0.81245
H 0.81850 4.91111 0.92853
H -0.77089 4.48566 1.55882
H -0.45009 4.39143 -0.17635
H 0.99395 2.71138 1.95446
H -1.55600 2.61895 -0.51627
H -2.66701 -0.07768 1.75850
H -4.63302 -1.43904 1.23674
H -7.16912 -0.69605 -0.69127
H -6.29436 -2.18447 -0.33525
H -6.30989 -1.52845 -1.98008
```

2.
Density functional theory data (ωB97M-V with the def2-TZVPD basis set) for a 2-piece molecular cluster, C3H3F3NO3P overall.

Results
LUMO level = 7.0 eV
Net charge = -2
DFT total energy = -28234.792 eV
Strongest force on any atom = 4.94 eV/Å
Spin multiplicity = 1

Structure (XYZ):
```
14
C3H3F3NO3P, DFT ωB97M-V with the def2-TZVPD basis set
C 0.21071 0.24712 -0.85226
C 0.67227 1.13633 0.53085
C -0.59016 -0.91464 -0.38890
N 0.89088 0.14278 -1.91334
O -0.99977 -0.86846 0.86123
O 1.19363 -0.95123 2.29065
O -0.86759 0.59131 2.81669
F -1.71324 -1.21284 -1.21172
F 0.11186 -2.18120 -0.76244
F -1.19805 1.21005 -1.51254
P 0.09359 0.02539 1.87173
H 1.71395 1.25323 0.49242
H -0.08853 1.97933 0.40589
H 0.57046 -0.45715 -2.62825
```

3.
Density functional theory data (ωB97M-V with the def2-TZVPD basis set) for C41H46BrCl5CuN5OPTe as an isolated structure.

Results
LUMO level (spin up / spin down) = -0.4 / -0.7 eV
Net charge = 0
DFT total energy = -246637.664 eV
Strongest force on any atom = 0.64 eV/Å
Relative energy (zero: lowest compared OMol25 entry of this formula, charge and spin) = 17.1 kcal per mole
Spin multiplicity = 2

Structure (XYZ):
```
102
C41H46BrCl5CuN5OPTe, DFT ωB97M-V with the def2-TZVPD basis set
Cu 0.30121 0.25523 0.45438
Cl -2.98232 7.13124 0.56756
C -1.84080 5.84232 0.42550
C -1.53578 5.03451 1.51802
Cl -2.29307 5.33103 3.04300
C -0.63046 3.99258 1.38246
Cl -0.22190 3.00431 2.74849
C -0.00168 3.66358 0.15375
O 0.75795 2.64660 0.02336
C -0.29756 4.53589 -0.91128
Cl 0.46595 4.21543 -2.43146
C -1.19869 5.58684 -0.78693
Cl -1.54783 6.58654 -2.15055
N 6.02186 -2.34777 8.97971
C 5.58811 -1.89568 8.01721
C 5.04113 -1.32728 6.80357
C 5.77834 -0.40253 6.07357
C 5.26207 0.12839 4.90453
C 4.00170 -0.25725 4.47529
C 3.25074 -1.16515 5.20992
C 3.77671 -1.70933 6.36837
N 3.46678 0.28694 3.27924
C 3.63622 1.57151 2.78410
C 2.91176 1.62701 1.64168
N 2.30866 0.40112 1.40172
C 2.66336 -0.36259 2.40572
H 6.76045 -0.10778 6.41783
H 5.84273 0.83081 4.32139
H 2.24758 -1.42278 4.89316
H 3.19845 -2.41220 6.95249
H 4.20173 2.32162 3.30847
H 2.75247 2.46097 0.98036
H 2.42959 -1.40675 2.52781
Br -2.33806 -3.47418 5.45877
C -1.59673 -2.36356 4.13845
C -0.66593 -2.87257 3.25022
C -0.15733 -2.01342 2.29430
N -0.49543 -0.72447 2.19309
C -1.40015 -0.26132 3.05869
C -1.98193 -1.04288 4.04659
H -0.35902 -3.90832 3.28345
H 0.54240 -2.38274 1.55035
H -1.66151 0.78534 2.96910
H -2.71311 -0.61910 4.72030
C 2.12988 -1.15762 -1.92305
Te 1.09515 0.72682 -1.98172
C 3.20527 1.34432 -1.93733
C 3.86132 0.33702 -2.84505
C 4.90549 0.62341 -3.71698
C 5.42708 -0.36581 -4.54173
C 4.90104 -1.65073 -4.50596
C 3.84553 -1.94291 -3.65056
C 3.32079 -0.95760 -2.82475
H 1.47761 -1.97427 -2.22294
H 2.42931 -1.28793 -0.88144
H 3.54285 1.22894 -0.90711
H 3.34659 2.37518 -2.25771
H 5.30947 1.62899 -3.75267
H 6.23913 -0.13087 -5.21895
H 5.30249 -2.42121 -5.15286
H 3.41642 -2.93929 -3.63656
C -4.55057 -2.34535 -1.28267
C -3.02716 -2.22954 -1.15659
C -2.62262 -2.48716 0.29836
C -2.36741 -3.36505 -1.96061
P -2.24261 -0.58362 -1.69655
N -0.78119 -0.48379 -1.13038
C -3.34751 0.82505 -1.07334
C -4.71139 1.00337 -1.74895
C -2.55049 2.13808 -1.17999
C -3.58026 0.59210 0.42676
C -2.27492 -0.55221 -3.59508
C -3.58152 -1.02109 -4.25015
C -2.01738 0.88999 -4.07373
C -1.12976 -1.42143 -4.15554
H -4.84021 -3.37536 -1.04683
H -4.92062 -2.12587 -2.28129
H -5.07108 -1.69986 -0.57730
H -2.84498 -3.52974 0.54872
H -3.14224 -1.85491 1.01824
H -1.55150 -2.32603 0.39251
H -2.57814 -4.31259 -1.45617
H -1.28342 -3.24212 -2.00500
H -2.75522 -3.44730 -2.97182
H -4.62672 1.31163 -2.78740
H -5.25074 1.79888 -1.22388
H -5.33051 0.10854 -1.70463
H -2.57884 2.57893 -2.17328
H -1.50893 1.97986 -0.90519
H -2.97147 2.87288 -0.48479
H -4.30192 -0.19828 0.62641
H -3.96933 1.51489 0.86739
H -2.64548 0.34947 0.92819
H -4.45735 -0.47718 -3.90129
H -3.76089 -2.08448 -4.11459
H -3.49834 -0.84622 -5.32791
H -2.88094 1.53386 -3.93120
H -1.81193 0.85795 -5.14761
H -1.15812 1.35749 -3.59485
H -1.38356 -2.47821 -4.17664
H -0.20271 -1.31162 -3.59430
H -0.93407 -1.11053 -5.18532
```

4.
Density functional theory data (ωB97M-V with the def2-TZVPD basis set) for a 2-piece molecular cluster, C15H17N3 overall.

Results
LUMO level = -1.6 eV
Net charge = 0
DFT total energy = -20298.105 eV
Strongest force on any atom = 2.30 eV/Å
Relative energy (zero: lowest compared OMol25 entry of this formula, charge and spin) = 83.4 kcal per mole
Spin multiplicity = 1

Structure (XYZ):
```
35
C15H17N3, DFT ωB97M-V with the def2-TZVPD basis set
C 3.19930 2.51659 1.96225
C 3.39561 1.10358 1.40733
C 2.53492 0.04430 2.07230
N 1.14967 0.49618 2.20522
C 0.18177 -0.31780 1.85107
C -1.21048 0.03301 1.92940
C -1.66058 1.29011 1.45289
C -2.95422 1.71856 1.72404
C -3.86205 0.84664 2.34205
C -3.45719 -0.44594 2.71746
C -2.14322 -0.85447 2.52208
C 0.99704 1.75350 2.95642
C 1.75234 2.88758 2.28150
H 3.77594 2.60600 2.88910
H 3.60110 3.23734 1.24312
H 3.19252 1.10398 0.32933
H 4.43963 0.80493 1.54111
H 2.53684 -0.87332 1.47738
H 2.93207 -0.17871 3.07431
H 0.46711 -1.34708 1.59794
H -0.98169 1.90747 0.85596
H -3.25806 2.72308 1.42323
H -4.88409 1.17955 2.52113
H -4.18184 -1.13073 3.16346
H -1.79009 -1.84114 2.83461
H -0.05031 2.03069 3.09392
H 1.44615 1.60376 3.95108
H 1.73208 3.74426 2.96582
H 1.23044 3.20311 1.36835
C 0.29726 -2.71797 -0.28504
C -0.04371 -1.98853 -1.41310
N -0.24955 -1.32981 -2.36471
C -0.54433 -3.73458 0.14341
N -1.19449 -4.61681 0.57070
H 1.30550 -2.63176 0.13241
```

5.
Density functional theory data (ωB97M-V with the def2-TZVPD basis set) for C11H15CdNP as an isolated structure.

Results
LUMO level = 2.9 eV
Net charge = -1
DFT total energy = -26989.060 eV
Strongest force on any atom = 2.49 eV/Å
Relative energy (zero: lowest compared OMol25 entry of this formula, charge and spin) = 0.0 kcal per mole
Spin multiplicity = 1

Structure (XYZ):
```
29
C11H15CdNP, DFT ωB97M-V with the def2-TZVPD basis set
C 1.16262 1.85353 -3.37272
C 2.45883 1.92232 -3.71672
C 3.61448 1.47961 -3.01221
C 3.78980 0.92384 -1.71716
C 2.86224 0.51699 -0.81208
Cd 0.94581 0.50438 -1.77063
P -1.78106 0.52648 -1.91333
H 0.39518 2.38299 -3.97680
H 2.73305 2.37986 -4.68019
H 4.55371 1.65295 -3.54424
H 3.18087 0.21830 0.20566
H 4.85162 0.83126 -1.45308
H -2.46950 -0.72109 -1.91197
H -2.42992 1.01473 -3.08376
H -2.63639 1.20276 -0.99146
N -0.21648 -0.36021 0.88841
C -1.02823 -0.85620 1.87254
C -1.47837 0.01122 2.88992
C -2.23210 -0.50511 3.93603
C -2.54868 -1.87780 3.94108
C -2.13983 -2.74009 2.90141
C -1.38100 -2.21901 1.85892
H 0.05285 0.60538 0.89137
H 0.16399 -0.99646 0.19036
H -1.23913 1.06787 2.88382
H -2.57361 0.15366 4.74992
H -3.12697 -2.28555 4.76914
H -2.41227 -3.80304 2.91634
H -1.07150 -2.88356 1.06145
```

6.
Density functional theory data (ωB97M-V with the def2-TZVPD basis set) for one molecule with the formula C3H3NS2.

Results
LUMO level = -0.4 eV
Net charge = 0
DFT total energy = -26317.341 eV
Strongest force on any atom = 5.73 eV/Å
SMILES string = C=C=NC(=S)S
Relative energy (zero: lowest compared OMol25 entry of this formula, charge and spin) = 44.9 kcal per mole
Spin multiplicity = 1

Structure (XYZ):
```
9
C3H3NS2, DFT ωB97M-V with the def2-TZVPD basis set
C -1.14260 -0.24606 0.08248
C -2.40763 -0.21467 -0.01409
C 1.38804 -0.05397 -0.01194
N 0.04943 0.04607 -0.08704
S 2.17804 -1.47896 0.17407
S 2.22904 1.46596 0.05048
H -2.83440 -1.27561 -0.35916
H -3.04354 0.65712 0.16434
H 3.58362 1.10011 0.00087
```

7.
Density functional theory data (ωB97M-V with the def2-TZVPD basis set) for C25H28N3O6PtS3 as an isolated structure.

Results
LUMO level (spin up / spin down) = -2.8 / -3.0 eV
Net charge = +1
DFT total energy = -78878.776 eV
Strongest force on any atom = 2.06 eV/Å
Relative energy (zero: lowest compared OMol25 entry of this formula, charge and spin) = 55.3 kcal per mole
Spin multiplicity = 1

Structure (XYZ):
```
66
C25H28N3O6PtS3, DFT ωB97M-V with the def2-TZVPD basis set
Pt 1.04289 -0.52342 0.65644
N 3.29382 -0.41034 0.57457
N 3.88566 -0.41650 1.84279
C 3.22949 -0.89569 2.92817
N 3.94384 -0.95444 4.05568
S 1.63585 -1.42942 2.88495
H 3.60648 -1.19965 0.00963
H 3.49686 0.46671 0.10508
H 4.88100 -0.26064 1.88793
H 4.91231 -0.68421 4.10715
H 3.50014 -1.30211 4.88740
O -1.13416 -0.29460 0.52102
S -1.85044 -1.05239 -0.62053
C -1.97778 0.16865 -1.97006
C -0.69324 0.99607 -2.10809
C -0.89642 2.46258 -1.72941
C -1.26495 2.68147 -0.26185
S 0.16865 2.90431 0.81199
O 1.09977 1.71510 0.63253
C -0.69352 2.73441 2.35682
C -0.45038 1.64451 3.17469
C -1.15500 1.53017 4.36685
C -2.07633 2.50266 4.72852
C -2.29202 3.60423 3.90636
C -1.59561 3.73060 2.71586
C -3.54872 -1.03969 -0.11074
C -4.49563 -1.61038 -0.95138
C -5.82295 -1.61386 -0.55542
C -6.18552 -1.06609 0.66994
C -5.22334 -0.51420 1.50313
C -3.88756 -0.49931 1.11935
H -2.85087 0.78690 -1.76015
H -2.17926 -0.42524 -2.86248
H -0.31684 0.93299 -3.12882
H 0.09052 0.58634 -1.47037
H -1.69856 2.88289 -2.33994
H 0.00899 3.01962 -1.98375
H -1.84534 1.86033 0.15925
H -1.81595 3.61504 -0.12994
H 0.27504 0.89291 2.88562
H -0.97815 0.67783 5.00962
H -2.62229 2.41173 5.65843
H -2.99986 4.36952 4.19663
H -1.75377 4.59767 2.08343
H -4.20691 -2.05214 -1.89894
H -6.57295 -2.05335 -1.19959
H -7.22269 -1.08020 0.97807
H -5.50784 -0.09790 2.46085
H -3.12176 -0.08243 1.76011
O 1.68003 -4.35404 -0.28801
C 1.54745 -3.19484 -0.59827
O 0.71997 -2.39222 0.04760
C 2.34145 -2.64987 -1.76488
C 3.10445 -3.56284 -2.48453
C 3.85493 -3.18833 -3.60216
C 3.80887 -1.86726 -3.96816
O 4.43970 -1.25571 -5.00896
C 4.06378 0.12339 -4.95649
O 3.17622 0.29041 -3.83861
C 3.05599 -0.94765 -3.26717
C 2.31465 -1.30109 -2.17092
H 3.09994 -4.59044 -2.15023
H 4.44479 -3.90455 -4.15800
H 3.54639 0.39581 -5.87467
H 4.95080 0.73829 -4.81201
H 1.71591 -0.55608 -1.66193
```

8.
Density functional theory data (ωB97M-V with the def2-TZVPD basis set) for a 5-piece molecular cluster, C3H12O4 overall.

Results
LUMO level = -4.3 eV
Net charge = 0
DFT total energy = -11485.338 eV
Strongest force on any atom = 4.97 eV/Å
Relative energy (zero: lowest compared OMol25 entry of this formula, charge and spin) = 240.4 kcal per mole
Spin multiplicity = 1

Structure (XYZ):
```
19
C3H12O4, DFT ωB97M-V with the def2-TZVPD basis set
C 1.57710 0.47367 -1.22674
O 2.41043 0.22401 -0.19602
C 0.08919 0.36748 -0.82542
C -0.92297 0.06335 -1.63755
H 1.61068 1.48633 -1.65813
H 1.66837 -0.22360 -2.08613
H -1.85523 -2.22797 0.84352
H -0.15716 0.55471 0.21419
H -1.93744 0.28840 -1.22289
H -0.85902 -0.27462 -2.66767
H 1.86730 -0.69137 0.75271
H 1.86090 -1.36011 2.23658
O 1.32616 -1.22377 1.44930
H 0.40037 0.43410 1.61345
H -1.27882 -1.84465 1.11462
O 0.04519 1.34256 1.62465
H -2.95263 0.79753 0.43375
H -0.81256 1.23361 1.15752
O -2.07985 0.58034 0.08026
```